Record 1
Below is the molecule C3H5NO2, with properties calculated with wB97M-V/def2-TZVPD.

## Properties
Relative energy (zero: lowest compared OMol25 entry of this formula, charge and spin) in kcal per mole: 38.72
Highest occupied orbital energy in eV: -9.774
Frontier orbital gap in eV: 10.59

Last column: natural (NBO) charge in e.
Cartesian coordinates (Å):
N1 1.2529 0.9384 0.1611  -0.716
C1 1.2952 0.0119 -0.6958  0.416
O1 0.2920 -0.8594 -0.8898  -0.491
C2 -0.7623 -0.8722 0.0770  -0.184
C3 -1.2850 0.4728 0.5734  0.428
O2 -1.7250 0.5773 1.6919  -0.525
H1 2.0960 1.5039 0.1235  0.364
H2 2.1147 -0.2059 -1.3858  0.160
H3 -0.4651 -1.4508 0.9562  0.207
H4 -1.5889 -1.3872 -0.4273  0.217
H5 -1.3387 1.2908 -0.1684  0.124

---

Record 2
Below is a structure of composition CCrNO5S2, with properties calculated with wB97M-V/def2-TZVPD.

## Properties
Expectation value of S²: 6.21
Spin multiplicity: 5
Highest occupied orbital energy (spin up / spin down) in eV: -14.298 / -14.758
Frontier orbital gap (spin up / spin down) in eV: 6.16 / 7.24
Total charge: +1

Last column: natural (NBO) charge in e.
Cartesian coordinates (Å):
Cr1 1.1254 -1.3752 -0.3200  1.549
N1 0.8405 0.8308 -0.3238  -1.011
S1 -0.3909 0.5484 0.8811  1.678
O1 -0.0519 -0.9606 1.1712  -0.917
S2 2.3794 0.9515 0.1548  1.344
O2 2.9185 -0.5195 0.0338  -0.852
O3 -1.6356 0.5611 0.0218  -0.887
C1 -1.6314 -1.5746 -1.7608  1.108
O4 -0.4831 -1.8044 -1.6718  -0.656
O5 -2.6265 -1.3618 -2.3048  -0.356

---

Record 3
Below is the ion C5H11IN with charge +1, with properties calculated with wB97M-V/def2-TZVPD.

## Properties
Relative energy (zero: lowest compared OMol25 entry of this formula, charge and spin) in kcal per mole: 44.59
Highest occupied orbital energy in eV: -13.780
Frontier orbital gap in eV: 9.43
Total charge: +1

Last column: natural (NBO) charge in e.
Cartesian coordinates (Å):
C1 -0.0035 -0.5540 0.0752  0.282
C2 -2.4211 -1.1656 0.2900  -0.579
C3 2.2564 -0.4182 -0.5931  -0.449
C4 -1.3532 -0.0858 0.3449  -0.506
C5 0.8968 1.8196 -0.3350  -0.392
N1 0.9994 0.1310 -0.3164  -0.278
I1 0.7472 2.6048 1.6176  0.240
H1 0.0221 -1.6149 0.2818  0.226
H2 -2.5903 -1.4454 -0.7882  0.230
H3 -3.2168 -0.6643 0.7835  0.243
H4 -1.8242 -1.9570 0.8643  0.205
H5 2.1367 -1.4402 -0.2990  0.228
H6 3.1690 0.0288 -0.0367  0.261
H7 2.3983 -0.5368 -1.7595  0.251
H8 -1.2489 0.0848 1.4919  0.282
H9 -1.7110 0.9629 0.0975  0.256
H10 1.7889 2.0896 -0.9168  0.247
H11 -0.0458 2.1609 -0.8020  0.249

---

Record 4
Below is a structure of composition C27H21N6O2RuS, with properties calculated with wB97M-V/def2-TZVPD.

## Properties
Expectation value of S²: 0.79
Spin multiplicity: 2
Relative energy (zero: lowest compared OMol25 entry of this formula, charge and spin) in kcal per mole: 0.00
Highest occupied orbital energy (spin up / spin down) in eV: -13.815 / -14.011
Frontier orbital gap (spin up / spin down) in eV: 7.39 / 6.01
Total charge: +2

Last column: natural (NBO) charge in e.
Cartesian coordinates (Å):
Ru1 0.1619 -0.0027 -0.0849  0.676
O1 2.8058 -0.0925 6.5046  -0.353
N1 3.6600 0.0232 5.6542  0.536
O2 4.8408 0.1359 5.8608  -0.322
C1 3.2188 0.0081 4.2167  0.062
C2 4.2050 -0.0529 3.3148  -0.127
C3 3.9130 -0.1196 1.9070  -0.081
C4 4.8839 -0.2681 0.9063  -0.082
C5 4.4837 -0.3797 -0.4063  -0.234
C6 3.1216 -0.3047 -0.7099  0.089
N2 2.2012 -0.1211 0.2235  -0.437
C7 2.5881 -0.0587 1.5123  0.156
C8 1.5360 0.0425 2.4700  0.221
N3 0.2656 0.0964 1.9670  -0.366
C9 -0.7536 0.1013 2.8029  0.104
C10 -0.5662 0.0708 4.1867  -0.228
C11 0.6991 0.0534 4.7068  -0.086
C12 1.8148 0.0378 3.8389  -0.086
H1 5.2296 -0.0712 3.6643  0.280
H2 5.9321 -0.3092 1.1780  0.254
H3 5.2010 -0.5184 -1.2029  0.262
H4 2.7682 -0.3902 -1.7305  0.229
H5 -1.7405 0.1519 2.3646  0.230
H6 -1.4284 0.0620 4.8380  0.259
H7 0.8466 0.0413 5.7731  0.281
C13 2.3640 2.7906 -0.3517  -0.650
C14 0.9320 3.1713 -0.1341  0.305
C15 0.6637 4.5483 0.0224  -0.249
C16 -0.6099 4.9915 0.1817  -0.091
C17 -1.6574 4.0513 0.1622  -0.032
C18 -3.0110 4.4527 0.2940  -0.118
C19 -4.0312 3.5424 0.2301  -0.207
C20 -3.7242 2.1957 0.0189  -0.116
C21 -2.4051 1.7727 -0.0930  -0.260
S1 -2.0835 0.1253 -0.3832  0.260
C22 -1.3274 2.6959 -0.0056  0.148
N4 -0.0284 2.2488 -0.1230  -0.453
H8 2.9586 3.6824 -0.5314  0.248
H9 2.4660 2.1396 -1.2164  0.229
H10 2.7799 2.2948 0.5242  0.225
H11 1.4927 5.2413 0.0044  0.245
H12 -0.8285 6.0469 0.2916  0.246
H13 -3.2228 5.5051 0.4387  0.241
H14 -5.0609 3.8565 0.3254  0.252
H15 -4.5142 1.4592 -0.0602  0.245
N5 -0.1168 -6.3028 0.0719  -0.733
C23 -0.0442 -4.9656 0.0025  0.262
C24 1.1465 -4.2672 0.2677  -0.294
C25 1.1690 -2.9022 0.1904  0.062
N6 0.1050 -2.1314 -0.1347  -0.504
C26 -1.0349 -2.8154 -0.3940  0.072
C27 -1.1532 -4.1754 -0.3423  -0.291
H16 0.6850 -6.8566 0.3162  0.414
H17 -0.9748 -6.7882 -0.1225  0.416
H18 2.0523 -4.7975 0.5317  0.238
H19 2.0968 -2.3988 0.4018  0.198
H20 -1.9034 -2.2410 -0.6716  0.213
H21 -2.1069 -4.6319 -0.5729  0.243